(1)
C40H31MoN11O2S2 as an isolated structure, computed with ωB97M-V/def2-TZVPD.

* LUMO level (alpha / beta): -1.92 / -1.96 eV
* electronic energy: -3160.34846 hartree
* max |F|: 0.604 eV Å⁻¹
* HOMO-LUMO gap (alpha / beta): 0.226 / 0.224 Eh

Each line ends with the Mulliken charge.
Positions of all 87 atoms, in Å:
Mo  0.918  0.049  0.701  -1.4829
C  5.991  1.474  0.735  -0.4171
C  5.598  2.334  -0.283  -0.6042
C  4.700  1.886  -1.230  -0.2733
C  4.191  0.588  -1.109  0.2139
N  4.575  -0.249  -0.149  -0.3211
C  5.460  0.196  0.741  -0.5870
N  3.386  0.107  -2.135  -0.3461
C  2.367  -0.643  -2.066  -0.8670
N  1.528  -1.030  -0.981  0.6724
C  0.679  -2.030  -1.461  -0.0607
N  -0.203  -2.750  -0.880  -0.2873
C  -0.513  -2.775  0.462  0.1300
C  -1.359  -3.823  0.847  -0.7113
C  -1.759  -3.951  2.154  -0.5290
C  -1.288  -3.030  3.084  -1.4134
C  -0.453  -2.033  2.646  -0.4430
N  -0.077  -1.876  1.360  1.1215
C  0.867  -2.169  -2.918  0.1987
C  0.211  -2.968  -3.838  -0.0041
C  0.604  -2.857  -5.164  -0.8312
C  1.628  -1.984  -5.542  -0.6562
C  2.286  -1.199  -4.606  -0.4645
C  1.871  -1.306  -3.290  0.6442
H  6.697  1.778  1.495  0.4136
H  6.006  3.336  -0.347  0.4275
H  4.393  2.496  -2.068  0.5362
H  5.753  -0.514  1.507  0.5113
H  -1.679  -4.504  0.072  0.5605
H  -2.425  -4.749  2.451  0.4276
H  -1.576  -3.057  4.125  0.4648
H  -0.060  -1.317  3.347  0.7671
H  -0.574  -3.643  -3.525  0.5739
H  0.115  -3.457  -5.921  0.4233
H  1.912  -1.926  -6.585  0.4358
H  3.089  -0.529  -4.880  0.5566
C  3.974  -1.591  4.880  -0.7932
S  4.097  0.165  4.493  -0.0415
C  3.113  0.314  3.061  0.5111
S  2.450  -1.062  2.256  -0.1192
N  2.949  1.520  2.642  -2.1864
N  2.255  1.564  1.450  2.0505
C  2.305  2.715  0.877  -1.2847
C  1.633  2.814  -0.382  0.6822
C  1.633  3.951  -1.181  -1.1555
C  1.009  3.898  -2.407  -0.7949
C  0.417  2.703  -2.799  -1.1649
C  0.438  1.624  -1.945  -0.1786
N  1.027  1.670  -0.742  2.0387
H  4.568  -1.723  5.783  0.3936
H  2.945  -1.876  5.081  0.2623
H  4.390  -2.206  4.086  0.2719
H  2.863  3.520  1.336  0.4599
H  2.129  4.845  -0.827  0.5612
H  0.987  4.764  -3.054  0.4658
H  -0.075  2.604  -3.756  0.5694
H  -0.040  0.693  -2.207  0.3057
N  -0.039  0.879  2.341  0.3680
C  -0.643  1.179  3.290  0.7166
C  -1.312  1.449  4.454  0.1589
C  -1.300  2.752  5.015  -0.2274
N  -1.283  3.812  5.465  -0.5272
C  -1.997  0.368  5.068  0.1854
N  -2.520  -0.527  5.574  -0.5914
C  -7.267  -0.701  -1.394  -1.4791
C  -5.869  -0.274  -1.041  0.6035
C  -4.816  -0.458  -1.925  -1.1138
C  -3.518  -0.071  -1.613  0.3680
C  -2.439  -0.283  -2.645  -0.7018
C  -3.273  0.537  -0.377  0.4265
C  -4.322  0.748  0.529  1.1870
C  -4.126  1.406  1.869  -1.2817
C  -5.599  0.327  0.180  -1.1002
C  -1.899  1.004  0.016  -0.3667
O  -1.702  2.121  0.446  -0.5020
O  -0.962  0.070  -0.089  1.4247
H  -7.281  -1.290  -2.311  0.3532
H  -7.913  0.167  -1.542  0.3179
H  -7.706  -1.301  -0.596  0.3594
H  -5.006  -0.918  -2.889  0.3206
H  -2.870  -0.689  -3.560  0.5046
H  -1.674  -0.971  -2.291  -0.2001
H  -1.955  0.662  -2.906  0.1658
H  -3.197  1.105  2.348  -0.1549
H  -4.951  1.153  2.533  0.4188
H  -4.085  2.490  1.764  0.3627
H  -6.406  0.471  0.892  0.3718

***

(2)
C40H32BrCl2N4O8SeSiTi as an isolated structure, computed with ωB97M-V/def2-TZVPD.

* LUMO level (alpha / beta): 3.96 / 3.96 eV
* electronic energy: -9399.43802 hartree
* max |F|: 0.669 eV Å⁻¹
* ⟨S²⟩: 0.78
* net charge: -2
* multiplicity: 2
* HOMO-LUMO gap (alpha / beta): 0.193 / 0.224 Eh

Each line ends with the Mulliken charge.
Positions of all 90 atoms, in Å:
Ti  0.530  -0.357  0.715  -0.3178
O  2.283  -0.717  1.323  -0.2511
C  3.129  -0.076  2.084  -1.2947
C  2.837  1.148  2.717  1.0887
C  3.795  1.805  3.505  -0.7545
C  3.485  3.000  4.125  -0.3180
C  2.230  3.595  4.005  -0.6987
C  1.276  2.962  3.230  -0.2807
C  1.546  1.757  2.572  0.0162
O  0.621  1.203  1.834  0.8036
N  4.501  3.658  4.931  1.0332
O  4.222  4.719  5.472  -0.6743
O  5.603  3.136  5.027  -0.6659
H  4.097  -0.550  2.240  0.2430
H  4.779  1.375  3.633  0.5016
H  2.026  4.528  4.506  0.4733
H  0.290  3.391  3.105  0.5719
Br  2.379  4.289  0.207  -0.0854
C  0.510  4.090  -0.091  -0.1267
C  -0.271  5.238  -0.114  -0.7304
C  -1.630  5.072  -0.317  -0.6225
C  -2.142  3.793  -0.464  -0.7172
C  -1.265  2.716  -0.400  0.2021
N  0.048  2.874  -0.238  0.4405
C  -1.844  1.306  -0.497  -0.1936
O  -2.979  1.193  -0.939  -0.7518
O  -1.099  0.351  -0.089  0.8285
H  0.179  6.210  0.026  0.4809
H  -2.285  5.934  -0.348  0.3928
H  -3.192  3.596  -0.615  0.5153
Cl  -3.518  -4.612  1.583  -0.3156
C  -3.683  -3.367  0.379  0.5637
C  -4.119  -2.119  0.776  -0.4182
C  -4.256  -1.109  -0.161  -0.3743
C  -4.020  -1.384  -1.496  -0.4421
C  -3.630  -2.654  -1.882  0.5774
Cl  -3.458  -2.964  -3.593  -0.2230
C  -3.372  -3.670  -0.954  -0.7504
N  -2.912  -4.930  -1.301  -0.0535
C  -1.936  -5.202  -2.294  -0.0084
C  -2.099  -6.391  -3.001  -0.6647
C  -1.221  -6.763  -4.003  -0.5198
C  -0.173  -5.918  -4.333  -0.9079
C  -0.008  -4.739  -3.623  -0.4481
C  -0.853  -4.365  -2.579  -0.0168
C  -0.519  -3.108  -1.826  2.1772
C  -0.095  -3.292  -0.372  0.0076
O  -0.081  -4.378  0.169  -0.7273
O  0.321  -2.182  0.163  -0.2756
H  -4.295  -1.934  1.826  0.4046
H  -4.512  -0.106  0.149  0.3560
H  -4.112  -0.611  -2.245  0.3877
H  -2.856  -5.551  -0.508  0.3419
H  -2.957  -7.007  -2.761  0.4403
H  -1.370  -7.695  -4.536  0.3597
H  0.517  -6.175  -5.128  0.3950
H  0.826  -4.088  -3.860  0.4336
H  -1.302  -2.346  -1.866  -0.5649
H  0.348  -2.654  -2.304  -0.5316
C  0.306  0.094  -3.096  -1.5954
Si  1.595  0.098  -1.682  1.7841
C  2.788  -1.343  -2.046  -1.6185
C  2.642  1.632  -2.143  0.5341
C  2.086  2.712  -2.840  -0.3773
C  2.846  3.806  -3.227  -0.5534
C  4.198  3.861  -2.918  -0.4371
C  4.773  2.811  -2.217  -0.6776
C  4.003  1.717  -1.841  -0.2691
H  0.717  0.587  -3.982  0.6002
H  -0.622  0.601  -2.825  0.0942
H  0.030  -0.919  -3.390  0.4602
H  3.063  -1.389  -3.106  0.3977
H  2.338  -2.293  -1.754  0.4042
H  3.704  -1.246  -1.458  0.3492
H  1.030  2.699  -3.086  0.1440
H  2.377  4.626  -3.761  0.3590
H  4.793  4.718  -3.209  0.3395
H  5.826  2.842  -1.959  0.3519
H  4.478  0.914  -1.288  0.1804
Se  -0.809  -1.549  2.864  -0.0159
C  -1.823  -0.357  3.918  -0.0345
C  -2.491  -0.817  5.062  -0.6419
C  -3.261  0.051  5.813  -0.3080
N  -3.436  1.346  5.536  -0.6868
C  -2.804  1.781  4.442  -0.6209
C  -2.012  0.999  3.620  0.2450
H  -2.400  -1.855  5.357  0.3683
H  -3.773  -0.319  6.699  0.3372
H  -2.940  2.833  4.203  0.3454
H  -1.539  1.429  2.748  0.2309